88
Properties=species:S:1:pos:R:3:forces:R:3:lowdin_charge:R:1 method="wB97M-V/def2-TZVPD" energy_ha=-2865.01298 largest_force_ev_per_a=3.0 de_lowest_kcal_mol=0.0 charge=+1
H 29.113375 5.882329 -14.678139 0.0 0.1 0.0 0.093
C 21.214859 0.270268 -20.565059 0.1 -0.1 0.1 -0.036
H 26.357157 7.174206 -21.581119 0.4 -0.3 -0.2 0.092
C 20.397113 0.276378 -21.675212 -0.6 -0.5 -0.3 -0.047
H 19.056694 1.462152 -22.879055 0.0 0.1 0.0 0.118
C 21.375261 1.428785 -19.834972 -0.3 -0.3 -0.2 -0.086
C 23.291198 6.263180 -15.466671 0.6 -0.2 -0.1 -0.106
H 22.924866 8.531739 -23.349144 0.0 -0.1 0.1 0.122
H 19.498349 3.466504 -21.601724 0.0 0.3 0.6 0.115
C 28.177176 5.419891 -14.940566 0.1 -0.6 0.0 -0.103
C 26.920295 9.831305 -17.779282 -0.5 0.5 0.3 -0.032
O 24.863881 4.531888 -18.581508 0.2 -0.3 -0.4 0.011
C 23.504264 7.383312 -13.552394 0.8 0.7 0.3 -0.131
H 24.892390 7.152792 -17.950645 0.0 0.0 0.2 0.101
N 25.065421 8.537481 -19.440246 2.3 1.2 1.0 0.008
N 24.602223 7.811731 -22.361805 0.9 0.3 -2.2 -0.007
H 19.715436 3.293004 -14.260140 0.1 0.0 0.2 0.120
N 20.928085 6.386978 -21.615356 -1.0 0.7 0.7 -0.486
H 27.400820 10.906085 -19.636907 -0.2 0.6 0.5 0.116
C 28.053491 5.607465 -19.886088 0.7 -0.1 -0.6 -0.115
C 28.864970 7.568464 -20.676867 0.7 -0.4 0.1 -0.101
N 21.264965 3.551463 -17.237609 0.6 -0.2 2.4 0.022
N 21.342747 7.346065 -18.397380 -0.8 0.9 -0.9 -0.492
C 22.356688 2.833686 -16.913593 0.9 -0.7 -0.5 -0.129
N 24.110454 4.933130 -19.470191 -0.7 0.6 1.4 -0.473
C 25.833431 7.803903 -24.874827 0.0 0.0 0.2 -0.031
C 26.736539 10.249342 -19.092805 0.2 -0.9 -0.6 -0.038
C 19.937056 2.549826 -21.228971 -0.3 -0.4 -1.2 -0.092
N 22.182715 7.121765 -13.736224 0.6 -0.8 -0.4 0.028
O 20.013617 6.985137 -22.172066 1.0 -0.6 0.2 0.090
C 27.685957 5.259939 -16.205803 -0.3 1.1 -0.5 -0.149
C 22.059565 6.372122 -14.880287 -0.8 0.5 -0.3 -0.134
H 23.976924 8.628990 -25.564581 -0.1 -0.2 0.0 0.118
H 26.343769 8.373919 -16.309647 0.0 -0.2 -0.1 0.104
H 23.437193 1.554679 -15.522930 0.2 0.2 -0.3 0.118
O 20.912943 6.171237 -18.347942 -0.5 -0.7 0.8 -0.078
C 26.262649 4.218265 -14.833158 -0.1 0.5 -1.2 -0.135
H 21.431540 7.440015 -13.157105 -0.1 -0.1 0.1 0.148
H 26.213799 7.701856 -25.882563 0.4 0.2 0.1 0.118
C 20.449220 3.776817 -16.181377 -1.2 -0.4 -0.9 -0.130
H 20.240205 -0.645694 -22.223007 0.1 0.1 -0.1 0.121
H 28.024851 5.719937 -17.121785 0.1 -0.3 0.0 0.079
H 27.383853 4.627037 -13.011432 0.0 -0.1 0.0 0.093
H 28.218239 7.346179 -18.566528 -0.1 -0.1 -0.1 0.074
H 23.861475 7.909382 -12.679704 -0.1 0.1 -0.1 0.113
H 25.354413 3.674621 -14.639787 0.1 0.0 0.4 0.097
C 28.380905 6.892310 -19.532002 -1.1 0.2 0.4 -0.117
C 22.576796 2.178168 -15.710819 -1.2 0.1 0.2 -0.026
H 27.527661 4.798380 -19.408273 0.2 0.1 0.3 0.104
C 28.998135 6.617082 -21.654830 0.0 -0.2 -0.4 -0.167
C 25.405570 8.065766 -18.224302 -1.3 -0.3 0.1 -0.086
C 26.229640 8.716499 -17.326364 0.2 0.4 -0.5 -0.029
C 24.231022 6.896941 -14.613022 -0.7 0.3 0.5 -0.100
C 24.529780 8.242662 -24.720215 0.1 0.1 -0.2 -0.039
O 22.960056 4.465067 -19.556609 0.3 -0.4 -0.5 -0.041
H 27.557620 7.050118 -23.824033 0.2 0.2 0.1 0.088
C 19.724378 1.423559 -22.032889 0.5 0.4 0.9 -0.016
H 23.591480 5.788869 -16.390666 -0.5 -0.2 0.0 0.076
H 25.288146 7.028445 -14.765191 0.1 -0.3 0.1 0.079
O 20.705362 5.330497 -20.966238 -0.5 -0.4 -0.2 -0.092
C 20.507977 3.122200 -14.972616 0.4 -0.1 -0.3 -0.038
O 20.701771 8.274371 -17.962725 0.1 -0.4 0.3 0.116
O 22.103648 6.822432 -21.614092 0.2 0.4 -0.6 -0.074
C 23.950842 8.210105 -23.475203 -0.1 0.3 0.5 -0.095
N 28.515873 5.431712 -21.173045 -0.6 0.3 0.4 0.027
C 25.796587 9.588453 -19.865364 0.2 -0.2 0.0 -0.108
O 24.461361 5.879366 -20.201557 0.3 -0.4 -0.3 -0.042
H 27.493856 10.423006 -17.077029 0.4 -0.2 -0.2 0.121
H 23.152841 2.707523 -17.639279 -0.3 0.4 -0.4 0.103
H 19.583900 4.406949 -16.360689 0.1 0.2 -0.2 0.126
Mg 23.684570 7.758364 -20.597712 -2.1 -2.1 0.5 0.687
C 25.894154 7.435342 -22.525245 -0.3 0.6 0.6 -0.083
H 22.048505 1.399806 -18.992781 -0.1 0.4 0.2 0.101
N 26.490368 4.608733 -16.146566 0.4 -0.4 0.7 0.030
H 21.071547 6.095930 -15.206675 0.1 0.0 -0.2 0.093
H 21.677323 -0.663004 -20.275798 0.3 0.2 0.1 0.118
H 25.697206 9.858318 -20.910681 -0.3 0.1 0.0 0.116
Mg 20.878024 4.283726 -19.090554 1.6 2.2 -1.1 0.747
H 28.425228 4.577213 -21.689941 0.0 0.0 -0.1 0.149
C 26.570502 7.470403 -23.741623 -1.0 -0.8 -0.1 -0.016
O 22.418498 7.545166 -19.001953 0.9 0.1 0.2 -0.068
H 29.161248 8.603254 -20.704881 0.1 0.0 -0.2 0.097
H 21.710156 1.835404 -13.766357 -0.1 -0.4 -0.2 0.121
H 29.386706 6.644614 -22.659393 0.1 0.2 0.1 0.109
H 25.877800 4.489697 -16.935372 0.0 -0.2 0.1 0.081
N 20.722840 2.570485 -20.144527 -0.1 -1.0 -0.6 0.004
C 27.290029 4.724554 -14.081530 -0.3 -0.2 0.6 -0.116
C 21.574905 2.259419 -14.754231 0.3 0.8 0.7 -0.027

76
Properties=species:S:1:pos:R:3:forces:R:3:lowdin_charge:R:1 method="wB97M-V/def2-TZVPD" energy_ha=-2255.72155 largest_force_ev_per_a=0.5 de_lowest_kcal_mol=45.3
H 1.813039 -4.264740 -2.234704 0.0 0.0 0.0 0.074
H -3.519557 1.544935 1.013079 0.0 0.0 0.0 0.114
C 1.908576 1.320252 5.256036 0.0 0.0 0.0 -0.068
H -2.878306 -3.494771 -0.055033 -0.1 0.0 0.0 0.042
H -0.082761 2.721706 2.926705 0.0 0.0 0.0 0.109
H -1.253763 2.162154 -3.324630 0.0 0.0 0.0 0.109
H 2.167288 1.359174 6.306400 0.0 0.0 0.0 0.106
H -0.522573 -0.522436 3.648724 0.0 0.0 0.0 0.084
O 2.228360 -1.167316 -3.937192 0.0 0.0 0.0 0.052
N 1.247494 1.209102 2.557843 0.0 0.0 0.0 0.069
H -2.733895 0.226650 -2.972604 0.0 0.0 0.0 0.112
H -5.183250 -0.130249 -0.690271 0.0 0.0 0.0 0.086
H 3.257747 -2.950610 -5.439180 0.0 0.0 0.0 0.116
C 2.526247 0.413286 4.416193 0.0 0.0 0.0 -0.028
H 4.744285 -4.793451 -4.704395 0.0 0.0 0.0 0.100
C -3.507207 -1.611735 4.308153 0.1 0.1 -0.1 -0.044
O 0.127080 -2.261171 -1.601054 -0.1 0.1 0.1 -0.637
C -3.084123 -4.115965 0.816488 0.0 0.0 0.1 -0.053
H 0.768703 -5.692053 -2.037700 0.0 0.0 0.0 0.095
C 0.664065 2.074550 3.377227 0.0 0.1 0.0 -0.169
C -1.557323 -0.175856 3.602955 -0.1 -0.1 0.0 -0.048
C -4.134641 -0.432034 -0.730458 0.0 0.0 0.0 -0.035
H -3.896635 -0.922866 0.215091 0.0 0.0 0.0 0.062
C -2.202823 2.781192 -0.140246 0.0 0.0 0.0 -0.116
C 4.257310 -3.263571 -1.732827 0.0 0.0 0.0 -0.046
H -3.634452 -0.986869 5.183706 0.0 0.0 0.0 0.114
C 4.734742 -4.190860 -2.640733 0.0 0.0 0.0 -0.104
C 2.864853 -1.257235 -1.133792 0.1 -0.1 0.0 -0.480
C -1.090535 -4.810981 -3.912735 0.0 0.0 0.0 -0.231
C 0.955709 2.180470 4.728752 0.0 0.0 0.0 -0.072
H -4.924733 -4.324363 2.819799 0.0 0.0 0.0 0.114
C -1.759770 2.039885 -2.375923 0.0 0.0 0.0 -0.098
H -2.228335 -4.786579 0.924570 0.0 0.0 0.0 0.087
H -1.586160 -2.778798 -3.307624 0.0 0.0 0.0 0.095
C 4.371381 -4.078832 -3.980576 0.0 0.0 0.0 -0.095
H -1.610284 0.504604 2.748921 0.0 0.0 0.0 0.059
H -2.052396 3.491945 0.662846 0.0 0.0 0.0 0.102
C -4.367832 -2.690669 4.098746 -0.1 0.0 0.1 -0.054
H 5.386644 -4.990114 -2.314704 0.0 0.0 0.0 0.094
C 3.544468 -3.055730 -4.400734 0.0 0.0 0.0 -0.034
H -0.907005 3.808992 -1.511503 0.0 0.0 0.0 0.106
H -1.353602 -5.823071 -3.593605 0.0 0.0 0.0 0.112
C -4.236519 -3.501363 2.971046 0.1 0.0 -0.2 -0.047
H 0.454540 2.915852 5.342275 0.0 0.0 0.0 0.101
N -1.376132 -1.964023 1.416228 -0.3 -0.3 0.3 0.222
H -4.028122 -1.164419 -1.531173 0.0 0.0 0.0 0.074
H 0.709041 -3.687215 -4.353426 0.0 0.0 0.0 0.109
C 3.415430 -2.223497 -2.127244 0.0 0.0 0.0 -0.100
H -5.151063 -2.896602 4.815832 0.0 0.0 0.0 0.105
H 3.721392 -1.095912 2.523820 0.0 0.0 0.0 0.119
C 2.177765 0.388250 3.063549 0.0 0.0 0.0 -0.277
C -3.238168 0.754270 -0.959070 0.0 0.0 0.0 -0.314
Tl 0.101808 -0.025300 -0.016250 0.2 0.3 -0.2 0.949
C 0.428568 -4.651200 -3.922209 0.0 0.0 0.0 -0.227
H 0.930020 -5.433096 -4.492830 0.0 0.0 0.0 0.118
S -0.371627 -3.672941 -1.544660 0.1 0.0 0.0 0.930
C -2.497547 -1.324673 3.422404 0.0 0.2 0.3 -0.195
N 2.469374 -0.658360 0.948477 0.0 -0.1 0.0 -0.080
C 2.855741 -0.543280 2.157670 0.1 0.0 0.0 -0.105
N 3.140559 -1.518100 0.143000 -0.1 0.1 0.0 0.055
C 3.055223 -2.121724 -3.483750 0.0 0.0 0.0 -0.291
C -2.334280 -2.172172 2.261187 0.3 0.0 -0.3 -0.332
H 4.520032 -3.322190 -0.685565 0.0 0.0 0.0 0.104
C 0.830958 -4.685237 -2.456708 0.1 0.0 0.0 -0.295
H -2.582035 -4.005759 -2.485723 0.0 0.0 0.0 0.077
H 3.274823 -0.273691 4.787908 0.0 0.0 0.0 0.110
C -2.594329 0.947623 -2.175697 0.0 0.0 0.0 -0.074
C -3.252738 -3.270084 2.041004 -0.2 -0.2 -0.1 -0.208
H -3.975976 -4.714289 0.634998 0.0 0.0 0.0 0.084
H 2.008116 -0.619095 -3.131826 0.0 0.0 0.0 0.069
H -1.540678 -4.649131 -4.892514 0.0 0.0 0.0 0.114
O 2.198239 -0.266100 -1.563019 -0.1 0.0 0.0 -0.173
C -1.563164 2.962425 -1.359599 0.0 0.0 0.0 -0.112
C -1.597251 -3.791074 -2.898722 0.0 0.0 0.0 -0.303
H -1.783743 0.379636 4.511481 0.0 0.0 0.0 0.086
C -3.028584 1.685695 0.055894 -0.1 0.0 0.0 -0.094

78
Properties=species:S:1:pos:R:3:forces:R:3:lowdin_charge:R:1 method="wB97M-V/def2-TZVPD" energy_ha=-7080.03323 largest_force_ev_per_a=1.6
C -0.779367 -0.543003 6.030003 0.2 -0.2 -0.1 -0.575
H -1.319267 -5.534603 -0.726697 -0.1 0.0 0.1 0.118
H 0.684733 0.955697 -1.515297 0.0 0.1 0.0 0.106
H -2.969167 2.334597 3.384903 0.0 0.1 0.0 0.031
H 1.759533 -6.105203 2.477103 -0.1 0.0 0.0 0.101
C -0.851167 -1.092103 -3.714797 0.1 0.2 0.1 -0.033
H -1.684967 3.485397 2.952003 0.0 0.0 0.0 0.007
H 2.073633 -6.285703 -4.218997 0.1 0.0 -0.1 0.103
H 0.378033 -8.020903 -3.767297 0.0 0.0 0.0 0.102
C 0.369633 -7.095103 -3.209097 0.1 -0.1 0.0 -0.087
N 0.659433 -3.298603 0.189503 0.1 0.9 -0.6 -0.089
Sn 0.506533 -1.043603 1.274503 -0.4 0.2 0.1 1.337
S 2.535933 -2.660803 2.338703 0.5 0.2 0.2 0.458
H -2.319067 0.937697 5.720803 0.0 0.0 0.0 0.064
C -0.672467 -2.255703 -2.999997 0.1 -0.2 0.3 0.012
C -3.349067 4.307597 -1.250297 0.0 0.0 -0.1 -0.078
H 2.927033 2.358297 -3.381997 0.0 0.0 -0.1 0.079
H 0.797733 2.943497 -3.403897 0.0 -0.1 -0.1 0.055
H -1.310767 -7.648903 -2.007297 -0.1 -0.1 0.0 0.102
H -0.094267 4.410997 -3.017897 -0.1 -0.1 -0.1 0.100
C -3.201167 2.098797 -0.354897 0.0 0.0 0.0 -0.018
H 2.705633 -5.045703 3.468903 0.0 -0.1 0.0 0.079
C 0.008133 -2.210903 -1.779597 -0.2 0.5 -0.5 -0.215
C -0.319967 0.087697 -3.212197 -0.1 -0.2 -0.1 -0.029
H -0.387667 1.006497 -3.770397 0.0 0.1 0.1 0.096
H -3.608167 1.115997 -0.170997 -0.1 -0.1 0.0 0.116
C -2.068667 4.575697 -0.820097 0.1 -0.1 0.0 -0.031
H -1.425867 -2.723703 3.864603 0.1 -0.1 0.1 0.024
C -1.692367 0.260897 5.136203 0.0 0.3 -0.4 -0.552
H 4.129933 5.496597 0.690703 0.0 0.0 0.1 0.101
C 3.381333 5.047597 0.053603 0.1 -0.1 0.0 -0.086
H 4.758733 4.642597 -1.524697 0.1 0.0 -0.1 0.103
C 2.775033 4.023497 -2.039797 0.1 0.1 0.1 -0.231
H -2.129167 3.282897 4.663003 -0.1 0.0 -0.1 0.019
H -1.392267 -1.101003 -4.647597 0.0 0.0 -0.1 0.113
H -1.053567 -3.199703 -3.360397 0.0 0.0 0.0 0.123
C -0.626567 -3.075903 4.520203 0.0 0.3 0.0 -0.395
C -3.928767 3.067997 -1.008197 -0.2 0.0 0.0 -0.085
O -1.674067 0.068297 0.700803 -0.2 -0.3 -0.2 -0.144
C 0.337533 -4.709703 -1.785797 0.0 -0.3 0.0 -0.204
H -3.909467 5.070997 -1.772697 0.0 0.1 0.0 0.103
H 2.754733 3.909897 -4.204297 0.0 0.0 -0.1 0.083
Se -0.666167 1.388697 3.872103 -0.2 -0.3 0.5 0.896
H 2.031133 -4.158803 -2.970397 0.1 0.1 -0.1 0.122
C 0.319133 -3.426403 -1.052797 0.3 -0.5 1.0 -0.202
C 1.765433 -4.140903 1.944903 0.3 0.7 -0.2 -0.926
H 4.287233 3.471397 -3.453897 0.0 0.0 0.0 0.074
C -1.895167 2.335497 0.065503 0.0 0.5 -0.2 -0.091
C 1.439333 3.953297 -1.624997 -0.1 0.0 0.1 -0.154
H 0.181633 3.298997 1.119103 -0.1 0.1 -0.3 0.116
C 2.093433 4.872697 0.510403 0.0 0.0 0.0 -0.030
H -1.035667 -3.518303 5.427103 0.0 0.0 -0.1 0.022
H -0.203867 0.112197 6.687703 0.0 -0.1 -0.1 0.056
H -0.015567 -3.805503 3.993603 0.0 0.0 0.0 -0.013
C 0.375233 3.522697 -2.590297 0.1 -0.1 0.0 -0.033
C -0.577567 -6.886403 -2.221397 -0.1 -0.1 0.0 -0.078
H -1.355067 -1.244303 6.637403 0.1 0.1 0.1 0.062
H 1.831233 5.163097 1.517303 -0.1 0.0 0.1 0.112
C -0.589567 -5.704403 -1.503097 0.0 0.1 -0.1 -0.030
N 1.038333 -4.364803 0.882403 -0.6 -1.5 0.0 -0.008
C -1.119067 1.188297 0.589003 0.0 -0.4 0.2 -0.736
O 0.105633 1.347397 0.860303 0.7 0.0 -0.3 -0.247
N 1.972433 -5.173003 2.792303 0.1 -0.3 0.1 0.068
C -2.025867 2.776297 3.702703 0.1 -0.1 0.1 -0.389
H -0.402967 2.941597 -2.104997 0.0 0.0 -0.2 0.060
Se 0.551933 -1.600803 5.022503 -0.2 0.1 0.2 0.804
N 0.450833 -1.050903 -1.266097 0.0 -0.3 0.3 0.041
N -0.072067 3.930997 0.362103 0.3 0.0 0.7 0.093
C 3.731333 4.580297 -1.201197 0.0 0.0 0.0 -0.062
C 1.315933 -6.118103 -3.469397 0.1 0.0 -0.1 -0.078
H -4.938167 2.866597 -1.332797 -0.1 0.0 0.0 0.098
C 1.296033 -4.924703 -2.771497 -0.1 0.0 0.2 -0.027
C 1.117233 4.294297 -0.303697 0.4 0.1 -0.1 -0.187
C 3.206733 3.414097 -3.346897 0.0 0.1 0.0 -0.050
C -1.308767 3.600097 -0.161397 -0.8 0.0 0.1 -0.236
H -1.630067 5.548397 -0.984097 0.1 0.1 0.0 0.120
H -2.346467 -0.385703 4.545003 0.1 0.1 0.1 0.063
C 0.295833 0.057197 -1.972797 0.0 0.5 -0.2 -0.114